No. 1
Below is C6H6N as an isolated structure, with properties calculated with the ωB97M-V functional and the def2-TZVPD basis.

Properties
Charge: +1

The geometry in XYZ format:
```
13
Properties=species:S:1:pos:R:3:forces:R:3:nbo_charge:R:1
C 1.0898 -0.1675 1.5922 0.629 -0.258 -0.253 -0.19
C 0.9164 1.0289 0.9352 0.098 -0.131 0.252 0.03
C -0.9836 -0.9881 0.0839 -0.802 -1.183 -0.158 -0.31
C -0.0858 0.4483 -1.7297 0.334 -0.167 -0.505 -0.20
C 0.4188 -0.8008 0.5229 0.449 3.461 -1.296 0.31
C 0.4729 0.5313 -0.3877 0.159 -2.784 1.239 0.03
N -0.9859 0.3059 -0.6091 -0.751 0.931 0.291 -0.29
H 1.3795 -0.4569 2.5830 -0.197 0.069 0.302 0.28
H 0.6925 2.0000 1.3551 -0.102 0.079 0.176 0.27
H -1.1234 -1.8157 -0.6195 0.049 0.043 -0.009 0.29
H -1.7317 -1.0645 0.8755 0.142 -0.006 -0.057 0.28
H -0.2500 1.3799 -2.2567 0.008 -0.006 0.032 0.27
H 0.1908 -0.4009 -2.3452 -0.016 -0.048 -0.014 0.24
```
Positions in Å, forces in eV/Å.

***

No. 2
Below is C43H42BCdN9S as an isolated structure, with properties calculated with the ωB97M-V functional and the def2-TZVPD basis.

Properties
Charge: -2

The geometry in XYZ format:
```
97
Properties=species:S:1:pos:R:3:forces:R:3:lowdin_charge:R:1
Cd -0.3460 -0.0133 0.1424 0.248 -0.590 -0.643 1.37
C 1.1235 -2.5645 4.9212 0.044 0.032 -0.128 -0.03
C 0.8932 -1.4081 4.0033 0.000 0.263 -0.150 -0.27
C 0.5076 -0.1262 4.3329 0.182 0.274 -0.172 0.02
C 0.4568 0.5703 3.1089 -0.061 -0.394 0.553 -0.27
N 0.7687 -0.2523 2.1132 -0.265 0.201 0.354 0.02
N 1.0499 -1.4553 2.6609 -0.238 -0.332 0.224 0.03
B 1.5030 -2.6771 1.8389 0.285 0.191 -0.596 -0.51
N 0.3489 -3.3153 1.0372 0.093 -0.415 0.850 0.01
N -0.4757 -2.5648 0.3196 -0.490 0.929 -0.778 0.08
C -1.2825 -3.3706 -0.3580 0.114 -0.370 0.274 -0.24
C -0.9828 -4.7087 -0.0210 0.049 0.140 0.014 0.01
C 0.0499 -4.6272 0.8917 -0.144 -0.110 -0.310 -0.28
C 0.7255 -5.7440 1.6198 0.096 0.185 -0.042 -0.03
C -2.3467 -2.9005 -1.2523 -0.204 0.148 -0.096 -0.17
C -3.0314 -1.7138 -0.9958 0.215 -0.133 -0.083 -0.07
C -4.0610 -1.3038 -1.8257 -0.031 0.036 -0.004 -0.07
C -4.4353 -2.0767 -2.9146 -0.023 0.002 -0.007 -0.11
C -3.7640 -3.2636 -3.1751 -0.027 -0.011 -0.035 -0.11
C -2.7254 -3.6681 -2.3529 0.062 -0.072 0.031 -0.05
N 2.6412 -2.2577 0.8763 0.381 -0.377 0.319 0.01
N 2.5737 -1.2035 0.0475 -0.046 0.242 -0.272 0.13
C 3.7409 -1.1280 -0.5831 0.014 -0.304 0.301 -0.25
C 4.5928 -2.1639 -0.1399 -0.090 -0.053 -0.038 0.00
C 3.8514 -2.8644 0.7829 0.251 0.111 -0.064 -0.29
C 4.2884 -4.0557 1.5734 -0.128 0.060 -0.016 -0.04
C 4.0517 -0.0955 -1.5772 0.029 0.336 -0.277 -0.16
C 3.0318 0.6549 -2.1655 0.336 -0.199 0.216 -0.02
C 3.3220 1.6197 -3.1160 0.138 0.240 -0.096 -0.05
C 4.6375 1.8549 -3.4954 0.035 -0.061 0.015 -0.11
C 5.6592 1.1145 -2.9170 0.093 -0.008 -0.055 -0.13
C 5.3699 0.1458 -1.9684 -0.008 -0.088 0.060 -0.06
C 0.0854 1.9691 2.8801 -0.074 0.192 -0.237 -0.17
C 0.5711 2.6626 1.7725 0.278 -0.173 1.147 -0.08
C 0.1712 3.9693 1.5386 0.308 0.676 0.861 -0.12
C -0.7168 4.5945 2.3998 0.077 -0.066 -0.017 -0.09
C -1.2068 3.9077 3.5033 -0.089 -0.078 -0.016 -0.09
C -0.8033 2.6064 3.7445 -0.118 0.006 0.022 -0.04
H 0.9390 -2.2463 5.9467 -0.022 0.001 -0.005 0.07
H 2.1502 -2.9274 4.8492 -0.034 -0.043 0.001 0.07
H 0.4522 -3.3928 4.6885 0.035 -0.012 0.001 0.08
H 0.3393 0.2720 5.3195 -0.046 -0.036 0.006 0.10
H 1.9517 -3.5076 2.5699 -0.056 -0.060 0.184 0.10
H -1.4755 -5.6009 -0.3703 -0.021 -0.016 0.037 0.10
H 0.1781 -6.6709 1.4523 -0.022 0.015 -0.020 0.07
H 0.7603 -5.5477 2.6916 0.038 -0.040 0.029 0.07
H 1.7497 -5.8858 1.2715 0.010 -0.044 0.044 0.06
H -2.7848 -1.1313 -0.1159 -0.116 -0.001 -0.065 -0.04
H -4.5737 -0.3760 -1.6046 0.015 0.014 0.001 0.10
H -5.2446 -1.7571 -3.5604 0.002 0.014 -0.009 0.09
H -4.0449 -3.8743 -4.0257 0.013 0.017 -0.017 0.09
H -2.1907 -4.5840 -2.5772 0.026 -0.003 0.024 0.10
H 5.5914 -2.3986 -0.4697 0.023 0.007 0.007 0.09
H 5.3148 -4.3026 1.3024 0.011 0.005 -0.005 0.07
H 3.6638 -4.9260 1.3691 0.021 -0.028 0.068 0.05
H 4.2511 -3.8581 2.6460 -0.002 -0.065 0.017 0.07
H 2.0073 0.4281 -1.8946 -0.013 -0.024 0.064 0.05
H 2.5109 2.1715 -3.5769 0.093 0.032 0.083 0.09
H 4.8653 2.5969 -4.2518 -0.012 0.044 0.008 0.09
H 6.6896 1.2852 -3.2102 0.014 0.003 -0.002 0.08
H 6.1779 -0.4318 -1.5352 0.022 0.008 0.059 0.09
H 1.2747 2.1708 1.1093 0.021 -0.045 0.542 0.09
H 0.5449 4.4998 0.6709 0.124 0.035 0.789 0.09
H -1.0430 5.6080 2.1988 -0.004 0.004 0.003 0.10
H -1.9438 4.3702 4.1477 0.023 0.021 0.060 0.09
H -1.2147 2.0578 4.5807 -0.068 -0.053 -0.006 0.11
C -0.0845 3.0116 -0.8116 -0.031 -0.417 -1.783 -0.15
C -0.0149 2.6136 -2.2614 -0.126 0.087 0.103 -0.23
C -0.0561 3.6036 -3.2304 0.036 0.000 0.054 -0.13
C 0.1222 3.3480 -4.5854 0.140 0.095 -0.126 -0.18
C 0.3881 2.0253 -4.9574 -0.164 -0.044 -0.039 -0.14
C 0.3807 0.9959 -4.0465 -0.091 -0.015 -0.189 -0.28
C 0.6647 -0.4161 -4.4739 -0.068 0.141 0.062 -0.09
C 0.1079 1.2194 -2.6327 -0.545 -0.165 -0.286 -0.48
N 0.0487 0.1408 -1.8783 -0.400 0.274 0.639 -0.18
H -0.2628 4.0867 -0.7268 -0.225 -0.301 -0.498 0.06
H 0.8538 2.7909 -0.2847 -0.415 0.107 -1.165 0.04
H -0.8862 2.4891 -0.2793 0.046 0.095 -0.022 0.02
H -0.2232 4.6303 -2.9068 0.038 0.014 0.017 0.08
H 0.0747 4.1440 -5.3201 0.043 0.002 0.010 0.06
H 0.6115 1.7954 -5.9981 -0.062 -0.012 -0.020 0.09
H 0.7590 -0.4919 -5.5614 -0.008 0.043 -0.020 0.06
H -0.1319 -1.0740 -4.1187 0.034 -0.077 -0.004 0.06
H 1.5918 -0.7750 -4.0153 -0.051 -0.102 0.022 0.06
C -6.0851 3.9210 2.7742 0.031 -0.059 -0.032 -0.06
C -5.0499 3.2061 1.9454 0.102 0.105 -0.155 -0.39
C -4.4537 3.8352 0.8557 -0.033 -0.030 0.039 -0.06
C -3.4877 3.0954 0.1840 -0.097 0.200 0.007 -0.17
N -3.1178 1.8868 0.5522 -0.007 -0.070 0.105 0.02
C -3.7427 1.3350 1.6336 -0.117 0.307 -0.183 -0.92
S -3.2886 -0.2239 2.1102 0.523 -0.367 0.367 0.46
N -4.7260 1.9820 2.3203 0.030 0.040 0.071 0.07
H -6.5764 4.7078 2.2002 -0.001 0.023 0.019 0.06
H -5.6012 4.3765 3.6422 -0.052 -0.010 0.015 0.07
H -6.8270 3.2086 3.1320 0.011 0.003 0.033 0.07
H -4.7273 4.8400 0.5616 0.018 -0.020 -0.072 0.08
H -2.9945 3.5038 -0.6959 0.074 -0.025 0.024 0.10
```
Positions in Å, forces in eV/Å.

***

No. 3
Below is C3H3FLiO2 as an isolated structure, with properties calculated with the ωB97M-V functional and the def2-TZVPD basis.

Properties
Expectation value of S²: 0.753
Multiplicity: 2

The geometry in XYZ format:
```
10
Properties=species:S:1:pos:R:3:forces:R:3:lowdin_spin:R:1
C -3.3996 0.5051 -0.1036 0.285 -0.349 -0.249 0.00
C -2.7399 -0.4172 0.5692 -0.266 0.049 -0.208 0.00
H -4.3873 0.2520 -0.4869 0.167 0.213 0.382 0.00
H -2.9442 1.4521 -0.3917 -0.110 -0.258 0.108 0.00
H -3.1011 -1.3848 0.9148 0.198 0.291 -0.135 0.00
F -1.4144 -0.2272 0.9168 -0.225 0.026 0.005 0.01
C 2.3948 0.1384 -0.3865 -0.430 -0.002 -0.162 0.56
O 1.7007 1.1570 -0.2534 -0.218 -0.030 0.132 0.19
O 2.0245 -1.0282 -0.5870 -0.238 -0.129 0.134 0.19
Li 0.1825 -0.2277 -0.2123 0.836 0.189 -0.007 0.05
```
Positions in Å, forces in eV/Å.

***

No. 4
Below is a 2-piece molecular cluster, C4H3Br2O3 overall, with properties calculated with the ωB97M-V functional and the def2-TZVPD basis.

Properties
Charge: -1

The geometry in XYZ format:
```
12
Properties=species:S:1:pos:R:3:forces:R:3:nbo_charge:R:1
C 2.3163 -0.1378 1.6924 0.535 1.453 0.014 -0.23
C -0.3976 -2.0728 2.4984 0.124 1.268 2.157 0.16
C 2.4915 -1.5145 1.9797 1.955 -0.433 1.073 0.67
C -0.0878 -0.0842 3.6057 -1.410 1.304 0.501 -0.27
O 1.4055 -1.3435 1.3222 -1.899 -0.444 -1.577 -0.54
O 3.0974 -2.4275 2.4661 -0.008 -0.397 0.108 -0.63
O -0.9141 -0.8900 2.7826 -0.241 -0.709 -2.203 -0.55
Br 3.4889 0.2111 0.0818 0.140 0.116 -0.191 -0.21
Br -1.5016 -2.8213 1.2202 -1.128 -0.783 -1.361 -0.02
H -0.8104 0.5126 4.1799 0.271 -0.069 0.082 0.17
H 0.5898 0.6043 3.0770 -0.095 -0.897 -0.091 0.25
H 0.3166 -0.8356 4.2057 1.756 -0.408 1.487 0.20
```
Positions in Å, forces in eV/Å.

***

Calculated relative energy (zero: lowest compared OMol25 entry of this formula, charge and spin), 89.9 41.0 0.0 127.6 kcal/mol (same order as the records).
Calculated energy, -7795.8464 -74762.5959 -10176.2780 -150420.1754 eV (same order as the records).